Computed, not measured: an isolated molecule of C5H5F2N in a non-equilibrium geometry, with ωB97M-V/def2-TZVPD.

Atoms and positions in Å:
H  -1.436  -0.696  1.147
H  1.256  0.968  -1.106
C  0.760  -2.080  1.711
F  1.741  -0.336  0.441
H  -1.846  0.958  -0.587
C  -0.552  -0.272  0.641
F  -0.168  1.863  -2.310
C  0.168  0.856  -1.390
C  -0.814  0.903  -0.238
C  0.597  -0.863  0.905
H  0.028  -0.076  -1.853
H  -0.661  1.820  0.360
N  0.928  -3.045  2.279

Computed properties:
- Frontier orbital gap: 11.021 eV
- Electronic energy: -447.95630 a.u.
- Charge: 0
- ΔE to the lowest compared entry with this formula, charge and spin: 1.595 eV
- SMILES: N#C/C(F)=C/CCF